[1]
{"formula": "C23H28N3O4PS", "method": "the ωB97M-V functional and the def2-TZVPD basis", "species": ["C", "C", "O", "O", "C", "C", "C", "C", "C", "C", "C", "P", "S", "C", "O", "C", "C", "N", "C", "O", "H", "H", "H", "H", "H", "H", "H", "H", "H", "H", "H", "H", "H", "H", "H", "H", "H", "H", "C", "C", "C", "N", "C", "C", "H", "H", "H", "H", "H", "C", "C", "C", "N", "C", "C", "H", "H", "H", "H", "H"], "xyz": [[5.980837, 0.846497, 3.344857], [4.894951, 0.137951, 2.588312], [4.275978, -0.811243, 2.983595], [4.671220, 0.705333, 1.371308], [4.347986, -0.222474, 0.326040], [4.056902, 0.531227, -0.959168], [3.243237, 1.819628, -0.787586], [2.023420, 1.755198, 0.130219], [0.755475, 1.096649, -0.476284], [0.556508, -0.298202, 0.036035], [-0.167880, -0.658159, 1.105005], [-1.077547, 0.505331, 2.163293], [-0.115066, 2.097345, 2.734785], [-0.251239, -2.101437, 1.493336], [-1.173400, -2.529719, 2.158755], [0.821668, -2.997788, 1.052337], [1.550424, -2.677318, -0.024615], [2.524810, -3.463220, -0.607134], [1.221120, -1.402623, -0.742646], [1.482707, -1.276184, -1.916025], [6.002879, 0.477707, 4.366982], [5.791028, 1.920220, 3.345056], [6.939996, 0.668203, 2.857640], [3.510099, -0.851736, 0.641130], [5.205882, -0.887624, 0.183740], [3.547577, -0.144092, -1.651579], [5.005405, 0.795047, -1.435143], [2.953472, 2.185552, -1.777226], [3.910563, 2.579922, -0.373639], [1.748936, 2.768119, 0.426049], [2.262473, 1.249737, 1.066856], [0.871195, 1.040790, -1.561572], [-0.132389, 1.695937, -0.270816], [-1.452796, -0.273224, 3.258796], [-2.296482, 0.783917, 1.523366], [0.964408, -3.926456, 1.590300], [3.174478, -3.858761, 0.059193], [3.032913, -2.967629, -1.329177], [-3.100470, -2.394527, -2.650391], [-2.519172, -2.498486, -1.397401], [-3.315759, -2.322972, -0.272766], [-4.620513, -2.062708, -0.334678], [-5.166080, -1.972099, -1.545735], [-4.457336, -2.121276, -2.728355], [-2.507972, -2.521210, -3.547368], [-1.463043, -2.712225, -1.289074], [-2.883522, -2.388791, 0.718027], [-6.229855, -1.756380, -1.565945], [-4.957777, -2.024098, -3.682096], [-5.667626, 2.694874, -0.616106], [-4.926522, 1.567293, -0.930645], [-3.558139, 1.708171, -1.117524], [-2.914469, 2.871049, -1.006853], [-3.642520, 3.942688, -0.701519], [-5.013252, 3.909708, -0.497242], [-6.736840, 2.625740, -0.461872], [-5.394764, 0.599553, -1.029102], [-2.939696, 0.851122, -1.369309], [-3.097096, 4.876361, -0.618326], [-5.549322, 4.815790, -0.250094]], "forces_ev_per_angstrom": [[-0.28, 0.12, 0.17], [-0.26, 0.19, -0.03], [0.18, -0.20, -0.11], [0.73, -0.16, -0.03], [-0.39, -0.17, -0.07], [0.03, 0.18, -0.14], [0.13, 0.11, 0.21], [-0.24, -0.07, 0.00], [0.05, -0.16, -0.23], [-0.12, 0.06, -0.01], [-0.18, -0.19, -0.08], [0.24, 0.71, 0.49], [-0.02, -0.01, -0.09], [0.30, -0.33, 0.06], [-0.10, 0.23, 0.25], [0.20, 0.11, -0.04], [-0.04, 0.00, -0.02], [0.37, 0.43, 0.10], [-0.14, -0.02, 0.08], [0.17, 0.02, -0.06], [0.05, -0.01, -0.04], [0.06, -0.02, -0.06], [-0.04, 0.01, -0.02], [-0.05, 0.17, 0.07], [-0.04, -0.01, 0.03], [0.08, -0.04, 0.09], [-0.03, 0.01, 0.00], [-0.04, -0.04, 0.03], [0.00, -0.04, 0.00], [0.01, -0.01, -0.06], [0.10, 0.09, -0.01], [-0.10, 0.00, 0.02], [0.08, 0.03, 0.05], [-0.16, -0.30, -0.21], [-0.01, -0.26, -0.16], [-0.18, -0.02, -0.04], [-0.20, -0.27, 0.00], [-0.14, -0.08, -0.13], [0.00, 0.02, 0.00], [0.03, 0.02, 0.01], [0.01, 0.04, -0.02], [0.00, 0.02, -0.06], [-0.06, 0.01, 0.03], [0.03, -0.01, 0.01], [0.00, 0.00, 0.00], [-0.01, -0.03, 0.01], [-0.08, -0.04, 0.00], [0.00, -0.03, -0.05], [-0.01, -0.01, 0.00], [0.00, -0.01, 0.02], [0.03, 0.04, -0.02], [0.05, 0.06, 0.01], [-0.03, -0.12, 0.02], [0.10, 0.06, -0.01], [-0.01, -0.02, -0.01], [0.00, 0.00, 0.00], [0.03, -0.02, 0.03], [-0.07, -0.06, 0.00], [-0.01, 0.00, 0.02], [0.01, 0.01, 0.00]], "gap_ev": 7.09, "fmax_ha_per_bohr": 0.0175, "charge": 0, "smiles": "CC(=O)OCCCCCC1=C([PH2]=S)C(=O)C=C(N)C1=O.c1ccncc1.c1ccncc1"}

=====

[2]
{"formula": "C23H28N4O2Zr", "method": "the ωB97M-V functional and the def2-TZVPD basis", "species": ["N", "C", "C", "H", "H", "H", "N", "C", "C", "H", "H", "H", "N", "C", "C", "H", "H", "H", "Zr", "C", "O", "C", "O", "C", "C", "C", "C", "C", "C", "H", "H", "H", "H", "H", "H", "C", "N", "C", "C", "C", "C", "C", "C", "C", "C", "H", "H", "H", "H", "H", "H", "H", "H", "H", "H", "H", "H", "H"], "xyz": [[1.300542, -1.992146, -2.950124], [1.418774, -2.094081, -4.103258], [1.543408, -2.370500, -5.518417], [0.549118, -2.555376, -5.939318], [2.167499, -3.262768, -5.666267], [2.000609, -1.518809, -6.032329], [2.566801, 2.225604, 0.272391], [3.416432, 3.008709, 0.230248], [4.495980, 3.961861, 0.275866], [5.383347, 3.495759, 0.701650], [4.217569, 4.807997, 0.903579], [4.731398, 4.326222, -0.718767], [-2.583230, 1.986240, -1.014388], [-3.240263, 2.856287, -1.420320], [-4.172755, 3.849857, -1.900975], [-3.672548, 4.797273, -2.116362], [-4.958620, 4.037792, -1.168589], [-4.643617, 3.498378, -2.823631], [-0.566240, 0.020067, -0.523208], [-0.193092, 2.209650, -0.235781], [-0.061630, 3.345188, -0.077358], [1.644557, 0.049377, -1.288765], [2.748785, 0.144493, -1.624414], [0.790154, -1.762110, 0.842581], [-0.609058, -1.966332, 0.778108], [-1.468187, -1.034715, 1.444837], [-0.872193, 0.082518, 2.098789], [0.511954, 0.108131, 2.344551], [1.342300, -0.817735, 1.726751], [1.438553, -2.377322, 0.217359], [-1.015231, -2.793807, 0.176258], [-2.553995, -1.174187, 1.485079], [-1.504843, 0.917837, 2.387326], [0.932806, 0.890821, 2.972291], [2.417476, -0.765462, 1.884961], [-2.478281, -4.462965, -1.575107], [-3.607119, -3.915878, -0.800202], [-3.506042, -4.183464, 0.684708], [-3.927782, -2.392421, -1.043745], [-3.115160, -1.769331, -2.128136], [-3.336461, -2.074521, -3.493209], [-2.637956, -1.422692, -4.509552], [-1.661443, -0.471422, -4.190140], [-1.340475, -0.256772, -2.846708], [-2.066602, -0.885562, -1.833482], [-1.599953, -3.874876, -1.351521], [-2.730231, -4.388854, -2.624043], [-2.356941, -5.502191, -1.268309], [-4.472864, -4.380099, -1.129161], [-2.470825, -3.975776, 0.968483], [-4.186832, -3.506675, 1.210786], [-3.782563, -5.228945, 0.872407], [-5.013833, -2.432562, -1.250032], [-3.746518, -1.919172, -0.077891], [-4.099218, -2.825188, -3.745097], [-2.907295, -1.619946, -5.554258], [-1.129449, 0.104982, -4.943013], [-0.532885, 0.463606, -2.620994]], "forces_ev_per_angstrom": [[-0.20, 0.23, -1.33], [-0.12, -0.39, 1.81], [0.10, 0.04, -0.42], [0.19, 0.01, 0.03], [-0.13, 0.25, 0.06], [-0.02, -0.17, 0.04], [0.26, 0.35, -0.07], [-0.65, -0.76, 0.36], [0.29, 0.33, 0.05], [0.02, -0.08, 0.00], [-0.06, 0.01, 0.01], [0.02, 0.03, -0.16], [0.00, 0.51, -0.19], [0.42, -1.37, 0.71], [-0.12, 0.38, -0.37], [0.09, -0.09, 0.06], [0.08, -0.11, 0.16], [0.09, -0.05, 0.06], [-1.76, -0.39, -1.79], [1.21, 7.12, 0.96], [-0.71, -4.92, -0.69], [6.13, 0.60, -2.11], [-5.28, -0.55, 1.57], [-0.19, -0.57, -0.09], [-0.52, -0.07, 0.83], [0.48, -0.63, 0.34], [-0.56, -0.53, -0.30], [-0.49, 0.73, -0.18], [0.21, -0.21, -0.53], [-0.04, -0.07, 0.29], [0.35, 0.52, 0.51], [0.44, 0.21, -0.17], [0.00, -0.22, 0.51], [-0.02, -0.02, -0.12], [-0.08, -0.03, -0.13], [-0.22, -0.45, 0.21], [-1.47, 0.66, 0.21], [-0.08, -0.11, -0.30], [-0.27, -1.11, 0.19], [0.32, 0.03, -1.13], [-0.35, 0.06, 1.09], [0.27, 0.56, -0.11], [0.20, -0.04, -0.25], [-1.08, -0.82, 0.16], [1.08, 0.41, 0.73], [0.28, -0.05, -0.13], [0.23, -0.19, -0.15], [0.16, 0.05, -0.17], [0.62, -0.04, 0.25], [-0.27, -0.27, 0.13], [0.04, -0.34, -0.08], [0.25, 0.32, 0.07], [0.55, 0.56, 0.06], [-0.18, 0.09, -0.33], [0.25, 0.46, -0.04], [0.25, 0.09, 0.43], [-0.22, -0.24, -0.11], [0.18, 0.32, -0.46]], "relative_energy_ev": 0.0000, "gap_ev": 6.48, "fmax_ha_per_bohr": 0.1416, "charge": 4}

=====

[3]
{"formula": "C23H28N4O5S", "method": "the ωB97M-V functional and the def2-TZVPD basis", "species": ["C", "C", "C", "C", "N", "S", "O", "O", "C", "C", "C", "C", "N", "C", "C", "C", "C", "C", "N", "C", "C", "C", "C", "O", "N", "C", "C", "O", "C", "O", "C", "C", "C", "H", "H", "H", "H", "H", "H", "H", "H", "H", "H", "H", "H", "H", "H", "H", "H", "H", "H", "H", "H", "H", "H", "H", "H", "H", "H", "H", "H"], "xyz": [[3.423400, 5.433906, -3.068097], [3.491989, 4.163932, -2.228332], [2.174095, 3.392815, -2.274659], [2.226029, 2.064742, -1.514971], [2.469959, 2.203248, -0.093835], [1.222692, 2.750662, 0.880227], [0.125627, 3.238028, 0.093624], [1.814769, 3.617890, 1.858178], [0.741040, 1.224116, 1.677224], [1.343695, 0.883361, 2.893692], [1.002396, -0.283385, 3.518648], [0.038665, -1.143033, 2.942798], [-0.286529, -2.269201, 3.596707], [-1.203234, -3.069458, 3.102550], [-1.514745, -4.267064, 3.889668], [-0.572042, -4.777239, 4.784354], [-0.880619, -5.905243, 5.520451], [-2.124728, -6.492438, 5.333766], [-3.035524, -6.006719, 4.508063], [-2.744196, -4.924621, 3.813153], [-1.853884, -2.806490, 1.871523], [-1.528115, -1.676719, 1.170107], [-2.221278, -1.339104, -0.120279], [-3.305382, -0.801736, -0.160196], [-1.529823, -1.726523, -1.219544], [-1.919254, -1.325660, -2.548177], [-0.954027, -0.252734, -3.093947], [-0.770698, 0.817416, -2.211577], [-1.900216, 1.662667, -1.992446], [-1.420608, 0.128710, -4.350258], [-0.506994, 0.922087, -5.082014], [-0.560665, -0.785657, 1.700836], [-0.182780, 0.420007, 1.077342], [3.216424, 5.193648, -4.108891], [2.633060, 6.085379, -2.703182], [4.365135, 5.975831, -3.021486], [4.300357, 3.526152, -2.597140], [3.722241, 4.436766, -1.195666], [1.376341, 3.999981, -1.845095], [1.917921, 3.179434, -3.315055], [1.266752, 1.555431, -1.614436], [3.014669, 1.423484, -1.923437], [3.314445, 2.710344, 0.122339], [2.057099, 1.573670, 3.314777], [1.438424, -0.574005, 4.461213], [0.380695, -4.279166, 4.878805], [-0.173715, -6.324884, 6.219276], [-2.411728, -7.387115, 5.870285], [-3.542698, -4.557046, 3.182374], [-2.585529, -3.496593, 1.482352], [-0.591998, -2.079395, -1.103457], [-2.929917, -0.918645, -2.491648], [-1.913280, -2.179559, -3.229297], [0.062343, -0.687435, -3.175354], [-2.323561, 1.995236, -2.942045], [-1.510195, 2.510881, -1.431424], [-2.672247, 1.155349, -1.408574], [-1.011514, 1.186075, -6.008335], [0.404743, 0.354910, -5.302509], [-0.237783, 1.828207, -4.532051], [-0.625501, 0.722502, 0.143079]], "forces_ev_per_angstrom": [[0.14, -0.15, 0.17], [-0.28, 0.01, -0.18], [0.29, -0.17, 0.19], [-0.42, 0.05, -0.51], [-0.38, 0.48, 0.68], [0.58, -0.29, -0.03], [0.04, -0.39, -0.09], [0.13, -0.26, 0.08], [-0.24, 0.41, -0.44], [0.13, -0.15, 0.35], [0.06, 0.25, -0.18], [-0.12, 0.35, -0.65], [-0.13, -0.43, 0.35], [0.17, 0.47, -0.18], [-0.10, -0.53, 0.38], [-0.18, -0.02, -0.11], [-0.05, 0.04, -0.09], [0.21, -0.04, 0.16], [-0.49, -0.33, 0.02], [0.34, 0.36, -0.16], [0.12, 0.33, -0.21], [-0.14, -0.07, 0.40], [0.27, -0.38, -0.05], [-0.25, 0.18, 0.13], [0.20, -0.05, -0.24], [0.03, 0.44, -0.34], [0.15, -0.44, 0.14], [0.08, 0.01, -0.13], [-0.09, 0.11, 0.00], [-0.17, -0.17, 0.25], [0.06, 0.04, 0.01], [0.18, -0.21, 0.38], [-0.02, 0.21, 0.01], [-0.03, 0.02, -0.12], [-0.08, 0.11, 0.00], [0.04, 0.12, -0.05], [0.06, -0.03, 0.07], [0.09, -0.02, 0.03], [-0.05, 0.03, -0.12], [-0.05, 0.01, -0.06], [0.12, -0.11, -0.20], [-0.10, -0.01, 0.05], [0.09, 0.14, 0.25], [0.10, 0.00, 0.15], [0.04, -0.01, 0.09], [0.06, 0.03, 0.03], [0.05, -0.05, 0.05], [0.06, -0.07, 0.09], [-0.01, 0.12, -0.12], [-0.08, -0.06, -0.04], [-0.10, -0.01, 0.17], [0.07, -0.09, -0.06], [-0.04, 0.08, 0.03], [-0.20, 0.09, -0.05], [0.01, 0.03, 0.03], [-0.14, -0.03, -0.06], [0.02, 0.02, -0.03], [0.10, 0.04, -0.02], [-0.02, 0.03, -0.02], [-0.02, -0.01, -0.05], [-0.12, 0.00, -0.17]], "relative_energy_ev": 2.4193, "gap_ev": 8.43, "fmax_ha_per_bohr": 0.0179, "charge": 0, "smiles": "CCCCNS(=O)(=O)c1ccc2nc(-c3cccnc3)cc(C(=O)NCC(OC)OC)c2c1"}

=====

[4]
{"formula": "C23H28NO2Ti", "method": "the ωB97M-V functional and the def2-TZVPD basis", "species": ["C", "C", "C", "H", "C", "C", "H", "C", "C", "C", "H", "C", "C", "H", "H", "H", "H", "H", "H", "Ti", "C", "C", "C", "H", "H", "H", "H", "H", "H", "C", "C", "H", "H", "O", "N", "C", "H", "C", "C", "H", "C", "H", "C", "H", "C", "H", "C", "H", "H", "H", "C", "O", "H", "H", "H"], "xyz": [[2.290750, -0.074988, 2.636685], [2.305215, -0.751414, 1.379109], [1.963131, 0.184261, 0.360586], [2.595263, -1.785552, 1.208176], [1.779313, 1.458634, 0.986859], [1.989119, 1.297879, 2.387612], [1.628631, 2.407172, 0.477499], [-1.219395, -1.900868, 2.955903], [-0.025000, -2.234780, 2.251890], [-0.281920, -2.065969, 0.843571], [0.874081, -2.674659, 2.676814], [-1.635085, -1.617420, 0.704201], [-2.201825, -1.515914, 2.009063], [1.943738, -0.006182, -0.710102], [1.989784, 2.113052, 3.104951], [2.515274, -0.511646, 3.608184], [-3.245811, -1.267973, 2.218151], [0.360080, -2.368725, 0.013553], [-1.372513, -2.025639, 4.031307], [0.095564, 0.062801, 1.773406], [-2.398161, -1.499851, -0.602010], [-3.691527, -2.301781, -0.484944], [-1.577352, -2.024075, -1.785794], [-3.455578, -3.349108, -0.262613], [-4.247232, -2.259465, -1.428253], [-4.329333, -1.911642, 0.316802], [-1.303641, -3.072382, -1.615539], [-0.658740, -1.447557, -1.957194], [-2.185263, -1.977771, -2.698109], [-2.733764, -0.010421, -0.829008], [-1.489414, 0.816324, -0.836788], [-3.380847, 0.357890, -0.017296], [-3.263220, 0.120559, -1.781809], [-0.826866, 0.985756, 0.247584], [-1.123484, 1.429792, -1.945590], [-0.083707, 2.491042, -2.021297], [-1.635952, 1.215496, -2.797148], [1.216613, 1.981638, -2.582044], [2.411210, 2.632374, -2.240203], [2.355048, 3.544174, -1.643916], [3.640280, 2.104301, -2.631246], [4.564317, 2.598066, -2.320010], [3.682663, 0.954167, -3.424666], [4.642826, 0.538834, -3.729483], [2.492476, 0.340633, -3.829704], [2.514009, -0.538274, -4.473821], [1.258063, 0.864473, -3.417930], [0.327626, 0.395389, -3.744453], [0.046771, 2.905478, -1.017094], [-0.491429, 3.290064, -2.654048], [-0.531144, 0.825639, 4.721757], [-0.457903, 0.726196, 3.308521], [-1.566179, 1.013617, 5.022698], [0.109743, 1.646770, 5.061112], [-0.179318, -0.108429, 5.176127]], "forces_ev_per_angstrom": [[-0.07, 0.45, -0.48], [0.11, 0.80, -0.29], [0.63, 0.07, 0.63], [-0.33, 0.25, 0.12], [0.70, -0.46, 0.56], [0.62, -0.20, -0.81], [-0.24, -0.38, 0.22], [-0.23, -0.35, -0.69], [-0.19, 0.28, -0.22], [-0.79, 0.01, 0.07], [-0.36, 0.12, -0.06], [0.93, -0.86, 0.47], [0.60, -0.13, 0.20], [-0.16, 0.01, 0.29], [-0.27, -0.35, -0.06], [-0.18, 0.10, -0.31], [0.55, 0.10, 0.05], [-0.19, 0.19, 0.48], [0.13, 0.35, -0.47], [-0.50, -1.62, 0.26], [0.35, 0.30, 0.26], [-0.16, -0.07, 0.01], [-0.07, -0.10, -0.01], [-0.11, 0.19, -0.05], [0.02, -0.02, 0.15], [0.08, -0.12, -0.20], [-0.03, 0.23, -0.10], [-0.10, -0.11, 0.07], [0.13, -0.01, 0.12], [-0.18, -0.10, -0.32], [0.50, 0.52, 1.54], [0.26, -0.04, -0.23], [0.00, -0.09, 0.20], [-0.93, 0.47, -1.67], [0.16, 0.62, -0.19], [-0.50, -0.24, -0.19], [0.02, 0.19, 0.42], [0.60, -0.10, -0.07], [-0.22, -0.34, 0.01], [0.15, -0.22, -0.05], [-0.11, 0.10, -0.14], [-0.31, -0.18, -0.16], [-0.23, -0.07, 0.07], [-0.26, 0.10, 0.07], [-0.12, 0.34, 0.08], [0.04, 0.23, 0.17], [0.39, -0.06, 0.10], [0.34, -0.01, 0.10], [-0.07, -0.19, -0.19], [-0.01, -0.18, 0.13], [0.27, 0.04, -0.50], [-0.60, 0.51, 0.68], [0.14, -0.01, -0.06], [-0.12, -0.07, 0.04], [-0.10, 0.14, -0.06]], "gap_ev": 8.42, "fmax_ha_per_bohr": 0.0383, "charge": 1}